Entry 1:
{"formula": "C49H47Cl2N4O6S3Tl", "method": "ωB97M-V/def2-TZVPD", "homo_lumo_gap_ev": [4.9, 5.0], "charge": 2, "e_lumo_ha": [-0.257, -0.253], "homo_energy_ev": [-11.85, -11.85], "symbols": ["Tl", "N", "C", "C", "C", "C", "C", "C", "C", "C", "N", "C", "H", "H", "H", "H", "H", "H", "H", "H", "C", "C", "C", "C", "C", "C", "C", "S", "O", "C", "C", "C", "C", "C", "C", "C", "C", "C", "C", "C", "C", "C", "C", "C", "C", "C", "C", "C", "C", "S", "O", "C", "C", "C", "C", "C", "C", "C", "H", "H", "H", "H", "H", "H", "H", "H", "H", "H", "H", "H", "H", "H", "H", "H", "H", "H", "H", "H", "H", "H", "H", "H", "H", "H", "C", "S", "C", "O", "H", "H", "H", "H", "H", "H", "C", "N", "C", "N", "O", "H", "H", "H", "H", "H", "H", "Cl", "C", "Cl", "C", "O", "O", "H"], "coordinates": [[-1.744, -0.842, -0.266], [-3.690, 3.068, 0.358], [-4.941, 2.755, -0.071], [-5.997, 3.864, 0.346], [-6.930, 3.081, 1.426], [-7.191, 1.725, 1.360], [-6.743, 1.175, 0.067], [-7.484, -0.040, -0.317], [-6.834, -1.155, -0.866], [-5.439, -1.469, -1.355], [-4.393, -0.647, -1.544], [-4.880, 0.556, -1.242], [-2.918, 2.687, -0.181], [-3.498, 3.897, 0.895], [-5.549, 4.788, 0.680], [-7.251, 3.672, 2.276], [-7.752, 1.151, 2.079], [-8.546, -0.062, -0.122], [-7.475, -2.022, -0.985], [-5.252, -2.510, -1.601], [-1.601, 2.066, 4.738], [-0.916, 1.153, 3.754], [-0.281, 1.677, 2.624], [0.452, 0.864, 1.777], [0.564, -0.493, 2.065], [-0.104, -1.042, 3.144], [-0.843, -0.214, 3.982], [1.650, -1.601, 1.135], [2.060, -2.657, 2.110], [3.060, -0.471, 0.994], [3.518, 0.141, 2.188], [4.597, 0.965, 2.157], [5.286, 1.207, 0.939], [6.413, 2.064, 0.894], [7.091, 2.265, -0.273], [6.689, 1.593, -1.447], [5.615, 0.751, -1.428], [4.869, 0.547, -0.238], [3.721, -0.314, -0.194], [3.433, -1.152, -1.393], [4.219, -2.345, -1.522], [5.050, -2.804, -0.461], [5.781, -3.946, -0.594], [5.736, -4.698, -1.790], [4.936, -4.297, -2.817], [4.155, -3.119, -2.707], [3.304, -2.702, -3.757], [2.501, -1.616, -3.592], [2.559, -0.834, -2.408], [1.211, 0.352, -2.378], [0.525, 0.233, -1.041], [2.007, 1.948, -2.280], [3.286, 2.190, -2.748], [3.786, 3.483, -2.726], [3.016, 4.544, -2.265], [3.540, 5.953, -2.309], [1.727, 4.279, -1.800], [1.214, 2.993, -1.818], [-2.049, 2.929, 4.246], [-0.867, 2.450, 5.450], [-2.366, 1.541, 5.309], [-0.326, 2.744, 2.431], [0.966, 1.289, 0.925], [0.011, -2.099, 3.353], [-1.335, -0.635, 4.852], [3.013, -0.077, 3.120], [4.948, 1.439, 3.065], [6.733, 2.549, 1.807], [7.940, 2.935, -0.302], [7.241, 1.744, -2.365], [5.329, 0.226, -2.331], [5.078, -2.257, 0.471], [6.401, -4.284, 0.226], [6.331, -5.596, -1.883], [4.883, -4.871, -3.734], [3.290, -3.264, -4.682], [1.818, -1.314, -4.377], [3.893, 1.378, -3.121], [4.790, 3.669, -3.089], [4.621, 5.979, -2.189], [3.081, 6.572, -1.540], [3.305, 6.404, -3.276], [1.115, 5.098, -1.442], [0.208, 2.789, -1.475], [0.913, -4.099, -0.911], [-0.631, -4.069, -1.816], [-1.662, -4.772, -0.528], [-1.007, -2.600, -1.885], [1.239, -5.132, -0.792], [0.781, -3.618, 0.060], [1.643, -3.547, -1.504], [-1.213, -5.697, -0.168], [-2.638, -4.988, -0.960], [-1.763, -4.043, 0.277], [-2.793, -3.977, 4.191], [-3.694, -2.916, 3.765], [-3.511, -2.214, 2.629], [-4.470, -1.268, 2.351], [-2.559, -2.409, 1.871], [-2.491, -3.817, 5.224], [-1.917, -3.953, 3.551], [-3.271, -4.953, 4.108], [-4.534, -2.776, 4.300], [-5.141, -0.994, 3.046], [-4.284, -0.628, 1.601], [-6.968, 4.322, -1.309], [-6.321, 2.349, -2.007], [-5.692, 1.694, -0.839], [-2.934, 1.288, -3.371], [-3.781, 1.320, -4.157], [-2.074, 1.258, -2.590], [-6.600, 2.266, -3.041]], "forces_ev_per_a": [[0.39, 0.14, -0.02], [0.58, -1.83, -1.59], [0.90, 9.22, 5.23], [-1.68, -3.65, 0.25], [0.15, 0.00, -0.11], [1.62, 4.14, -1.81], [-7.23, -4.20, 6.93], [3.23, -0.90, -1.53], [0.47, 0.26, -0.48], [-0.79, 0.02, 0.24], [-3.48, -0.77, 0.20], [3.51, -0.32, -0.16], [0.17, -0.11, 0.37], [-0.30, 0.15, -0.15], [-0.11, 0.06, 0.07], [-0.02, 0.08, -0.07], [-0.04, 0.03, 0.04], [0.01, -0.16, 0.25], [0.01, -0.02, -0.01], [-0.10, -0.06, 0.19], [0.12, -0.06, -0.04], [-0.13, 0.12, -0.03], [-0.08, -0.12, -0.01], [0.06, 0.19, 0.10], [0.24, 0.10, -0.05], [0.10, -0.01, 0.15], [-0.01, -0.06, -0.03], [0.56, 0.33, 0.17], [-0.30, 0.04, -0.26], [-0.23, 0.04, 0.24], [-0.08, -0.04, -0.10], [0.01, 0.02, -0.01], [0.03, -0.01, 0.07], [-0.04, 0.02, 0.03], [-0.03, 0.01, -0.06], [0.02, 0.01, 0.02], [0.10, -0.16, 0.12], [-0.06, -0.05, -0.13], [-0.13, 0.09, 0.11], [-0.03, -0.03, -0.11], [-0.05, -0.02, 0.13], [-0.02, 0.05, -0.03], [0.03, -0.06, -0.05], [0.00, 0.01, 0.07], [-0.02, 0.04, -0.08], [0.04, 0.02, 0.00], [0.02, 0.00, -0.02], [0.00, 0.11, -0.04], [-0.14, -0.16, -0.31], [0.37, 0.08, 0.26], [-0.29, -0.14, 0.09], [0.09, -0.07, -0.16], [-0.11, 0.03, -0.09], [-0.03, -0.01, -0.09], [0.01, 0.09, 0.05], [-0.06, -0.07, -0.05], [-0.01, -0.08, -0.08], [0.05, 0.06, 0.08], [-0.04, -0.02, -0.01], [-0.03, 0.01, 0.03], [-0.02, 0.01, -0.01], [0.02, 0.01, 0.02], [0.01, -0.05, 0.06], [0.01, 0.05, 0.03], [0.00, -0.02, 0.00], [-0.05, 0.03, 0.01], [0.03, -0.01, -0.01], [-0.03, 0.03, -0.01], [0.03, -0.03, 0.01], [0.02, -0.02, 0.00], [0.10, -0.07, 0.08], [0.04, 0.03, -0.02], [-0.01, 0.00, 0.00], [0.00, 0.00, 0.01], [0.00, 0.01, 0.00], [-0.04, -0.02, 0.03], [-0.03, -0.05, 0.02], [-0.11, 0.08, -0.07], [0.01, -0.01, 0.03], [0.00, 0.01, 0.03], [0.04, 0.00, 0.02], [0.02, 0.02, 0.01], [0.01, -0.01, 0.02], [0.01, 0.01, 0.04], [-0.04, -0.11, -0.01], [0.27, 0.12, 0.20], [-0.13, 0.01, -0.08], [-0.20, 0.00, 0.04], [0.00, -0.01, -0.02], [-0.04, -0.25, -0.17], [-0.03, -0.01, -0.01], [0.01, 0.00, -0.01], [0.01, 0.00, 0.00], [0.08, -0.04, 0.05], [-0.07, 0.04, -0.05], [-0.01, -0.05, 0.14], [0.13, -0.07, -0.05], [-0.16, -0.13, -0.05], [-0.16, -0.04, -0.09], [0.03, 0.00, 0.01], [0.02, -0.01, 0.01], [0.02, -0.01, -0.02], [0.00, 0.04, -0.01], [0.06, 0.06, 0.04], [0.12, 0.02, 0.05], [0.36, 0.90, 2.02], [-0.12, 0.95, -2.92], [2.57, -3.78, -7.04], [0.23, -0.06, -0.21], [-0.08, 0.00, 0.05], [-0.10, 0.15, 0.03], [-0.04, -0.08, 0.06]], "lowdin_charge": [1.02, 0.21, -0.49, -0.29, 0.00, 0.00, -0.43, 0.02, 0.02, -0.06, 0.05, -0.38, 0.12, 0.13, 0.11, 0.11, 0.13, 0.13, 0.11, 0.12, -0.04, -0.27, -0.03, -0.11, -0.42, -0.08, -0.03, 0.97, -0.47, -0.29, -0.05, 0.00, -0.14, -0.02, -0.06, -0.06, -0.04, -0.09, -0.14, -0.14, -0.10, 0.01, -0.04, -0.05, -0.02, -0.16, -0.01, -0.08, -0.31, 1.05, -0.68, -0.35, -0.06, -0.01, -0.25, -0.04, -0.03, -0.08, 0.07, 0.09, 0.08, 0.11, 0.10, 0.11, 0.12, 0.12, 0.12, 0.12, 0.11, 0.11, 0.11, 0.12, 0.11, 0.11, 0.12, 0.12, 0.11, 0.10, 0.12, 0.08, 0.08, 0.09, 0.11, 0.10, -0.24, 0.89, -0.24, -0.70, 0.08, 0.01, 0.04, 0.07, 0.06, 0.03, -0.04, 0.03, -0.61, 0.18, -0.12, 0.09, 0.08, 0.09, 0.14, 0.10, 0.06, 0.77, -0.27, 0.81, -0.42, 0.23, 0.13, 0.10]}

Entry 2:
{"formula": "C49H47CsN6O3P2S", "method": "ωB97M-V/def2-TZVPD", "homo_lumo_gap_ev": 7.2, "e_lumo_ha": 0.010, "homo_energy_ev": -6.89, "relative_energy_kj_mol": 12.0, "symbols": ["Cs", "C", "C", "N", "N", "C", "N", "S", "C", "C", "C", "C", "C", "N", "H", "H", "H", "H", "H", "H", "H", "H", "H", "C", "C", "C", "C", "C", "C", "C", "C", "P", "C", "C", "C", "C", "C", "C", "C", "C", "C", "C", "C", "C", "C", "O", "C", "C", "C", "C", "C", "C", "P", "C", "C", "C", "C", "C", "C", "C", "C", "C", "C", "C", "C", "H", "H", "H", "H", "H", "H", "H", "H", "H", "H", "H", "H", "H", "H", "H", "H", "H", "H", "H", "H", "H", "H", "H", "H", "H", "H", "H", "H", "H", "H", "H", "H", "C", "O", "C", "O", "N", "N", "H", "H", "H", "H", "H", "H"], "coordinates": [[0.926, -1.708, -0.428], [1.632, -5.104, -1.539], [0.750, -5.004, -0.328], [1.160, -5.126, 0.876], [2.461, -5.523, 1.045], [3.294, -4.673, 1.538], [4.593, -5.139, 1.728], [3.002, -3.002, 1.922], [-0.676, -4.621, -0.504], [-1.614, -4.844, 0.505], [-2.899, -4.371, 0.337], [-3.222, -3.701, -0.838], [-2.235, -3.544, -1.794], [-0.986, -3.988, -1.641], [1.996, -4.108, -1.813], [1.088, -5.495, -2.397], [2.498, -5.717, -1.302], [4.648, -6.143, 1.826], [5.095, -4.623, 2.432], [-1.304, -5.360, 1.402], [-3.638, -4.515, 1.114], [-4.215, -3.309, -1.010], [-2.446, -3.023, -2.721], [-2.998, 5.996, 1.724], [-3.259, 4.660, 1.008], [-4.713, 4.619, 0.508], [-3.034, 3.514, 1.983], [-3.626, 3.527, 3.243], [-3.415, 2.513, 4.159], [-2.602, 1.444, 3.816], [-2.026, 1.365, 2.555], [-0.907, 0.005, 2.039], [0.602, 0.417, 2.995], [1.652, 1.006, 2.294], [2.819, 1.375, 2.950], [2.952, 1.142, 4.309], [1.914, 0.545, 5.014], [0.745, 0.190, 4.363], [-1.541, -1.475, 2.906], [-0.626, -2.488, 3.206], [-1.060, -3.701, 3.717], [-2.414, -3.928, 3.923], [-3.333, -2.943, 3.591], [-2.902, -1.727, 3.077], [-2.251, 2.414, 1.657], [-1.631, 2.299, 0.438], [-1.567, 3.379, -0.402], [-0.714, 3.240, -1.504], [-0.624, 4.300, -2.396], [-1.369, 5.454, -2.209], [-2.206, 5.555, -1.114], [-2.319, 4.527, -0.181], [0.248, 1.684, -1.707], [1.630, 2.176, -2.798], [2.883, 2.278, -2.198], [4.000, 2.619, -2.946], [3.877, 2.843, -4.309], [2.637, 2.723, -4.923], [1.520, 2.389, -4.172], [-0.813, 0.751, -2.879], [-0.248, -0.344, -3.543], [-1.012, -1.135, -4.384], [-2.361, -0.854, -4.567], [-2.935, 0.218, -3.902], [-2.166, 1.017, -3.063], [-3.670, 6.122, 2.571], [-3.163, 6.838, 1.053], [-1.971, 6.041, 2.089], [-5.408, 4.714, 1.344], [-4.918, 3.677, -0.002], [-4.902, 5.436, -0.190], [-4.256, 4.363, 3.521], [-3.873, 2.560, 5.138], [-2.414, 0.656, 4.534], [1.550, 1.184, 1.228], [3.622, 1.844, 2.395], [3.865, 1.417, 4.821], [2.018, 0.355, 6.075], [-0.055, -0.284, 4.918], [0.439, -2.350, 3.042], [-0.330, -4.471, 3.934], [-2.753, -4.873, 4.329], [-4.392, -3.119, 3.731], [-3.632, -0.976, 2.804], [0.042, 4.225, -3.245], [-1.294, 6.271, -2.914], [-2.790, 6.457, -0.979], [2.987, 2.053, -1.142], [4.969, 2.689, -2.469], [4.749, 3.100, -4.897], [2.540, 2.884, -5.989], [0.559, 2.278, -4.660], [0.808, -0.565, -3.415], [-0.557, -1.977, -4.890], [-2.960, -1.470, -5.225], [-3.985, 0.442, -4.039], [-2.625, 1.860, -2.560], [4.602, -2.505, -3.812], [5.196, -2.064, -2.589], [4.393, -1.319, -1.809], [3.258, -1.012, -2.111], [5.052, -0.965, -0.676], [4.327, -0.355, 0.357], [5.381, -3.051, -4.334], [4.267, -1.656, -4.405], [3.755, -3.161, -3.610], [5.840, -1.552, -0.437], [4.905, 0.370, 0.761], [4.105, -1.059, 1.067]], "forces_ev_per_a": [[0.03, 0.17, 0.09], [-0.03, 0.01, -0.02], [0.05, -0.04, -0.01], [-0.05, 0.06, -0.01], [0.07, -0.02, 0.01], [-0.09, -0.06, -0.08], [0.01, 0.03, 0.03], [0.01, 0.10, 0.13], [-0.03, -0.03, 0.01], [0.03, -0.02, 0.01], [-0.03, 0.01, -0.03], [0.00, -0.02, 0.03], [0.00, -0.01, 0.01], [0.00, 0.00, 0.01], [0.07, -0.08, -0.09], [-0.01, 0.01, 0.01], [-0.01, -0.02, -0.01], [0.00, 0.00, -0.01], [0.00, -0.01, -0.01], [0.00, 0.00, 0.00], [0.00, 0.00, -0.01], [0.00, 0.00, 0.00], [0.01, 0.00, 0.00], [-0.01, 0.01, -0.01], [0.00, -0.01, 0.00], [0.00, 0.00, -0.01], [0.00, 0.00, 0.02], [0.03, 0.03, 0.01], [0.02, -0.01, -0.01], [-0.05, -0.04, -0.03], [0.07, -0.02, 0.03], [-0.04, -0.05, -0.10], [0.01, 0.01, 0.01], [-0.06, -0.01, -0.02], [0.01, 0.00, 0.00], [0.00, 0.01, 0.00], [0.00, -0.01, -0.01], [-0.01, 0.01, 0.02], [0.04, 0.03, -0.06], [0.01, -0.02, 0.04], [-0.02, -0.01, 0.00], [0.03, 0.01, 0.01], [-0.01, 0.03, 0.02], [0.02, -0.01, 0.00], [0.02, 0.03, 0.01], [0.00, -0.02, -0.03], [-0.03, 0.01, 0.03], [0.05, 0.01, -0.05], [-0.01, 0.01, 0.00], [-0.01, -0.02, 0.02], [0.01, 0.00, 0.01], [0.01, -0.01, 0.00], [-0.01, -0.02, 0.09], [0.00, -0.01, 0.02], [-0.02, -0.01, -0.01], [0.00, 0.00, -0.01], [0.01, 0.00, 0.00], [0.00, 0.00, 0.00], [0.01, 0.00, 0.00], [0.02, -0.01, 0.04], [0.03, 0.03, 0.04], [-0.03, -0.01, 0.00], [0.01, 0.00, 0.00], [0.00, -0.01, -0.01], [-0.01, 0.00, 0.01], [0.01, 0.01, -0.01], [0.00, 0.00, 0.00], [0.00, 0.00, 0.00], [0.00, 0.00, 0.01], [0.00, 0.00, 0.00], [0.00, 0.00, -0.01], [-0.01, -0.02, 0.00], [0.00, 0.00, 0.00], [-0.02, -0.04, 0.01], [0.01, 0.00, -0.01], [0.00, 0.00, 0.00], [0.00, 0.00, 0.00], [0.00, 0.00, 0.00], [0.01, 0.00, 0.00], [-0.01, 0.00, -0.01], [0.01, 0.00, -0.01], [0.00, -0.01, 0.00], [0.00, 0.01, 0.00], [-0.02, 0.05, 0.03], [0.00, 0.01, 0.00], [0.00, 0.00, 0.00], [0.00, 0.00, 0.00], [0.01, 0.01, 0.00], [0.00, 0.00, 0.00], [0.00, 0.00, 0.00], [0.00, 0.00, 0.00], [0.00, 0.00, 0.00], [0.02, 0.02, -0.02], [0.00, 0.00, -0.01], [0.00, 0.00, 0.00], [0.00, 0.00, 0.00], [0.00, 0.00, 0.00], [0.00, -0.01, 0.00], [0.02, 0.02, 0.00], [-0.03, -0.04, 0.03], [-0.05, 0.01, -0.09], [0.00, -0.01, 0.03], [-0.01, -0.02, -0.01], [0.00, 0.00, 0.00], [0.00, 0.00, 0.00], [0.00, 0.00, 0.00], [-0.01, 0.01, 0.00], [-0.02, 0.00, 0.00], [-0.01, 0.00, -0.02]], "lowdin_charge": [0.87, -0.04, -0.38, 0.04, -0.04, -0.92, 0.02, 0.44, -0.31, -0.01, -0.05, -0.05, -0.14, 0.06, 0.04, 0.08, 0.08, 0.07, 0.05, 0.10, 0.10, 0.10, 0.09, -0.02, -0.43, -0.01, -0.09, -0.02, -0.06, -0.08, -0.26, 1.06, -0.36, -0.11, -0.09, -0.08, -0.07, -0.08, -0.38, -0.11, -0.08, -0.10, -0.10, -0.10, -0.18, -0.02, -0.20, -0.27, -0.07, -0.06, -0.02, -0.09, 1.10, -0.38, -0.10, -0.08, -0.08, -0.08, -0.10, -0.38, -0.14, -0.09, -0.10, -0.08, -0.07, 0.08, 0.08, 0.10, 0.09, 0.10, 0.09, 0.11, 0.11, 0.11, 0.07, 0.10, 0.10, 0.11, 0.11, 0.05, 0.11, 0.10, 0.10, 0.10, 0.10, 0.11, 0.11, 0.09, 0.10, 0.10, 0.10, 0.11, 0.09, 0.11, 0.10, 0.10, 0.10, -0.04, -0.03, -0.59, -0.07, 0.01, 0.03, 0.09, 0.09, 0.09, 0.15, 0.08, -0.04]}